Here is a 5-piece molecular cluster, C39H50N8O4 overall in a non-equilibrium geometry from the OMol25 dataset. Energies are from wB97M-V/def2-TZVPD.

Cartesian coordinates (Å):
O 1.2575 -4.8280 -1.6317
O 0.3556 0.0872 -1.7462
O 2.2658 0.9551 -1.2050
O 2.1819 -1.1070 -1.8028
N 1.5959 -0.0214 -1.5588
N -4.1609 2.7343 6.2090
N -0.5530 -7.5941 4.1634
N 3.2145 -2.1439 1.9016
N -2.2042 2.6534 -0.5168
N -0.1270 2.0962 -6.9765
N 2.3051 5.8060 -1.5606
N 0.5375 -3.3352 -3.2596
C 2.4038 3.8625 -2.9043
C 4.0690 -1.0029 1.4541
C 1.8233 -3.9760 1.3811
C 0.7080 -7.3664 4.5592
C -1.5544 2.2585 1.7083
C 2.2928 -3.4183 3.6456
C 1.4312 -6.2981 4.0769
C 0.0763 3.4065 -7.0763
C 2.8414 4.6089 -1.8313
C -0.5146 1.2938 -8.1721
C 2.8627 6.6794 -0.4929
C -3.3535 1.7201 5.8295
C -0.5141 -5.6188 2.8499
C -0.6294 -2.9761 -2.4141
C 0.7671 3.4921 -4.7754
C -1.2158 2.4628 0.3807
C 1.5270 -4.3196 -2.6631
C 2.6332 -2.9304 0.9883
C -4.6192 2.8129 7.6189
C 3.0810 -2.3822 3.2125
C 1.6459 -4.2557 2.7385
C 0.4764 4.1353 -5.9708
C 0.5417 2.1094 -4.7055
C -3.2541 2.6061 3.5926
C 1.2518 6.2547 -2.2736
C -1.1714 -6.7280 3.3537
C 1.3449 4.3179 -3.6809
C -1.9075 2.7456 -1.9585
C 0.0499 1.4496 -5.8063
C 0.7475 5.5405 -3.3253
C 0.8122 -5.4137 3.1868
C -2.8853 1.6501 4.5364
C -1.2471 -8.8322 4.6212
C -2.8529 2.5248 2.1619
C -3.5021 2.6614 -0.1407
C -4.4221 3.7310 5.3670
C -4.0745 3.6371 4.0283
C 2.8245 -4.4058 -3.3980
C -3.8332 2.7335 1.1877
H 3.4204 -0.2315 1.0566
H -2.2046 -6.9475 3.1243
H -0.2391 3.8868 -7.9941
H -4.9296 4.6212 5.7153
H 1.0494 -2.4695 -3.4902
H 0.2234 -3.5731 -4.2102
H -2.8374 3.0004 -2.4574
H -0.7747 2.0137 2.4181
H 0.8848 7.2375 -2.0060
H 3.1429 7.6330 -0.9297
H -5.4985 3.4482 7.6609
H -0.2346 2.2566 -0.0326
H 0.6587 5.1934 -6.1065
H 0.3699 0.7086 -8.4296
H -0.3385 -2.6381 -1.4244
H -1.1535 3.4958 -2.1799
H -0.7440 1.9593 -8.9965
H 4.6565 -0.6612 2.3036
H 3.6947 4.3262 -1.2306
H 3.7593 6.1920 -0.1165
H -1.5636 1.7910 -2.3550
H 2.4434 -6.1899 4.4402
H 1.1417 -8.0756 5.2537
H -1.3215 -3.8072 -2.3330
H 3.1539 -3.3906 -3.6413
H 1.3399 -4.5815 0.6278
H -3.8198 3.0908 8.3001
H 2.8887 -2.6985 -0.0375
H 2.7302 -5.0580 -4.2690
H -4.9777 1.8268 7.9188
H -1.0947 -2.0956 -2.8497
H 2.2441 -3.7026 4.6899
H -1.0385 -4.9685 2.1649
H -4.8740 2.5959 1.4593
H -0.7112 -9.6547 4.1469
H -2.2706 -8.8648 4.2656
H -4.4607 4.4344 3.4059
H 2.1660 6.7429 0.3380
H -0.0023 5.9540 -3.9874
H -1.1664 -8.9055 5.7012
H 4.8278 -1.4193 0.7946
H 0.9076 1.5374 -3.8600
H 3.5592 -1.7459 3.9432
H 2.9002 2.9406 -3.1744
H 0.0025 0.3718 -5.8271
H -4.2147 2.7297 -0.9497
H -2.2287 0.8073 4.3636
H -1.3134 0.5966 -7.9420
H 3.6244 -4.7957 -2.7728
H -3.1063 1.0099 6.6049

Total charge: +6
Energy above the lowest of the compared OMol25 structures with the same formula, charge and spin (eV): 2.0319
Orbital gap (eV): 7.69
LUMO (eV): -13.811
Largest force on an atom (eV/A): 1.55
2S+1: 1

Here is a 7-piece molecular cluster, C28H65BClNO29P8 overall in a non-equilibrium geometry from the OMol25 dataset. Energies are from wB97M-V/def2-TZVPD.

Cartesian coordinates (Å):
Cl 0.8489 -0.7635 3.8107
P 5.1633 8.4438 3.4016
P 2.4284 -6.0195 4.7191
P -11.5012 -4.6852 0.2988
P -3.4783 -4.0055 0.9041
P 5.4054 2.7869 1.9319
P -1.2675 3.3031 -3.6843
P 3.1450 0.8664 -7.6315
P 0.4126 -1.4106 1.8681
O 4.6627 9.9427 3.6975
O -12.4922 -3.4647 -0.0590
O -2.7581 -2.8689 0.3058
O -11.7180 -5.5028 -1.0945
O 4.0518 2.0813 -7.0480
O 1.7122 1.3986 -7.1485
O 3.8624 -1.2755 -3.1099
O 2.7924 -6.5759 3.4071
O 5.1269 7.7261 4.6866
O -1.9536 4.3230 -4.5344
O 5.7794 1.6304 -1.2340
O 3.3994 -0.3982 -6.9236
O -4.9214 -4.2612 0.1975
O -2.5734 2.3551 -3.3807
O 2.9428 -6.9524 5.9446
O -2.8819 -5.3373 0.1885
O -11.4419 -6.0915 1.1133
O -4.0648 -3.4716 2.3100
O 1.1522 -2.8621 1.7902
O -1.0976 3.8225 -2.1642
O 6.6802 8.7925 2.9405
O 2.4983 4.0143 0.3006
O 3.5308 -4.8805 5.0552
O 5.5209 -1.5517 -1.4572
O 5.0111 7.3205 2.2492
O 0.8469 -6.2627 4.8979
O 4.0114 0.8070 -9.0002
O 0.2801 3.7456 -4.1746
O -10.1534 -4.1016 0.3971
N 4.5753 2.8972 0.3521
C 1.6256 0.9742 1.0422
C 3.3648 -3.6001 4.4084
C 7.0106 9.9298 2.1491
C 0.0257 3.4033 -1.3804
C 5.4452 10.7565 4.5768
C 0.6819 5.0802 -3.8638
C 3.3336 -0.3820 -0.7842
C -12.9825 -5.6326 -1.7364
C 2.1620 -0.9487 -0.2884
C -11.5238 -6.0361 2.5544
C 0.3734 -7.6119 4.9433
C 4.8341 1.7840 -0.5167
C 2.6816 1.5892 0.4311
C 3.4742 0.0345 -10.0953
C 3.6837 6.8136 1.9844
C 3.1480 3.0186 0.3823
C 2.2683 -7.0324 7.1970
C 1.5519 1.7354 -5.7626
C 4.2918 3.3335 3.2781
C -12.3015 -2.7731 -1.2981
C -2.9597 1.4025 -4.3914
C -5.0188 -2.4049 2.2859
C 5.8950 1.0594 2.3063
C 3.6337 3.4434 -7.0701
C 3.6227 0.8927 -0.3254
C -1.6071 -5.8329 0.6608
C -6.0423 -4.8152 0.8861
C 1.4709 -0.3903 0.7918
B 4.2832 -1.1105 -1.8274
H 2.0329 -2.7438 1.4034
H -5.9890 -2.7922 2.5956
H 6.7129 1.1369 3.0189
H -1.3677 -6.7189 0.0803
H -0.1429 5.6873 -3.5048
H -6.2917 -5.7809 0.4471
H 2.9137 -6.6290 7.9770
H 6.1565 10.5860 1.9857
H 6.2912 0.5405 1.4365
H 4.7653 11.2021 5.2986
H -2.1628 0.6842 -4.5792
H -13.7575 -5.0379 -1.2547
H -3.8293 0.8697 -4.0183
H 2.4024 1.4084 -5.1675
H 4.8255 4.0323 3.9144
H -12.8781 -5.3081 -2.7714
H -3.2212 1.9197 -5.3152
H 1.7493 -1.8287 -0.7681
H 0.7435 2.8280 -1.9670
H 3.2743 6.3358 2.8762
H 1.3238 -6.4897 7.1967
H 3.3704 -1.0117 -9.8052
H 0.6426 1.2626 -5.3928
H -13.2793 -6.6813 -1.7315
H 1.1448 -8.3264 4.6676
H -5.1038 -1.9535 1.3012
H 0.0174 -7.8270 5.9508
H -4.6941 -1.6632 3.0120
H 3.7607 6.0714 1.1954
H 2.0746 -8.0820 7.4170
H 3.0221 7.6158 1.6600
H 7.3955 9.5951 1.1860
H 3.7140 3.8437 -6.0593
H -11.3707 -3.0525 -1.7843
H 3.9657 2.4806 3.8756
H 2.4154 -3.1458 4.6849
H -13.1405 -2.9937 -1.9573
H -5.8522 -4.9433 1.9512
H -10.6874 -5.4654 2.9599
H 3.3895 3.8372 2.9336
H 4.1758 0.1095 -10.9208
H 3.4154 -3.7184 3.3253
H -0.3258 2.7952 -0.5466
H 2.6072 3.5584 -7.4160
H 5.1164 0.4489 2.7726
H 4.6327 -1.1914 -3.6852
H 6.2131 10.1835 5.0899
H 1.4674 5.0478 -3.1047
H -11.4730 -7.0566 2.9220
H -12.4655 -5.5929 2.8762
H 1.1000 5.5106 -4.7728
H 2.5101 0.4281 -10.4159
H -6.8941 -4.1491 0.7543
H 7.7948 10.4883 2.6597
H 0.9743 1.5266 1.7040
H 4.2986 4.0108 -7.7212
H 0.5198 4.2825 -0.9810
H 5.9085 11.5554 3.9981
H -1.6587 -6.1056 1.7143
H 1.4415 2.8058 -5.6733
H -12.3050 -1.7084 -1.0787
H 5.7684 -1.1627 -0.6146
H -0.8287 -5.0835 0.5115
H 4.1740 -2.9535 4.7362
H -0.4669 -7.6857 4.2571

Structure (SMILES): CP(C)N1C(=O)c2cc(P(O)Cl)cc(B(O)O)c2C1=O.COP(=O)(OC)OC.COP(=O)(OC)OC.COP(=O)(OC)OC.COP(=O)(OC)OC.COP(=O)(OC)OC.COP(=O)(OC)OC
Total charge: 0
Orbital gap (eV): 6.92
LUMO (eV): -1.283
Largest force on an atom (eV/A): 7.81
2S+1: 1